A molecular structure, C50H51N6O2P2PdS5, computed with wB97M-V/def2-TZVPD.

Structure (XYZ):
```
117
Properties=species:S:1:pos:R:3:forces:R:3
Pd 0.6610 -0.5292 0.0916 -0.22 -0.30 -0.59
C -8.0626 1.8340 3.0036 -0.02 -0.05 0.00
S -6.5924 0.8868 3.3021 -0.03 0.14 -0.15
C -5.8100 0.7702 1.6930 -0.02 -0.10 -0.01
C -4.2821 0.7737 1.8136 0.06 0.02 0.12
C -3.6701 0.4279 0.4540 -0.02 -0.03 -0.16
N -2.2238 0.1803 0.4751 -0.06 -0.16 0.02
P -1.0456 1.1588 -0.3182 0.50 0.21 0.31
C -1.9092 2.3201 -1.3916 -0.14 -0.16 -0.14
C -2.2226 1.9624 -2.7048 0.02 -0.06 -0.09
C -2.8607 2.8640 -3.5391 -0.01 0.02 0.00
C -3.1834 4.1339 -3.0723 0.00 -0.03 -0.01
C -2.8575 4.5016 -1.7750 -0.02 0.02 -0.01
C -2.2188 3.6009 -0.9345 -0.03 0.03 0.04
C -0.2247 2.2596 0.8985 -0.12 0.17 0.14
C -0.8645 2.4665 2.1210 0.05 -0.06 -0.03
C -0.2311 3.0305 3.2157 0.02 0.00 0.00
C 1.1066 3.3667 3.1282 0.02 0.00 -0.03
C 1.7521 3.2479 1.9067 -0.04 0.01 0.02
C 1.0842 2.7626 0.7963 -0.08 -0.04 0.10
P -1.5297 -1.4394 0.4391 -0.18 0.14 0.29
C -2.4229 -2.2906 -0.8767 0.00 0.04 0.01
C -2.5144 -3.6814 -0.8260 0.07 -0.05 0.02
C -3.0682 -4.3796 -1.8853 -0.03 -0.02 -0.08
C -3.5403 -3.7003 -3.0009 0.01 0.01 0.03
C -3.4600 -2.3148 -3.0535 0.01 -0.02 0.03
C -2.8971 -1.6150 -1.9976 -0.07 0.05 -0.04
C -2.0020 -2.4035 1.8878 -0.19 0.07 0.00
C -0.9917 -2.9299 2.6854 0.05 0.04 0.00
C -1.3069 -3.7300 3.7741 0.03 -0.02 0.01
C -2.6327 -3.9944 4.0754 -0.06 -0.02 0.01
C -3.6518 -3.4854 3.2737 0.01 0.00 -0.03
C -3.3389 -2.7068 2.1725 0.09 -0.01 0.04
H -8.6185 1.8924 3.9366 0.00 0.00 0.00
H -8.6574 1.3506 2.2231 0.02 -0.05 0.01
H -7.7801 2.8320 2.6567 0.05 0.01 0.03
H -6.1968 1.5531 1.0395 -0.03 0.04 0.06
H -6.1528 -0.1959 1.2929 -0.04 0.02 0.02
H -3.9712 0.0400 2.5632 0.02 0.00 -0.03
H -3.9503 1.7611 2.1402 0.01 -0.03 0.04
H -3.8815 1.2354 -0.2536 0.00 -0.02 0.02
H -4.1578 -0.4663 0.0544 -0.02 0.00 0.02
H -1.9235 0.9979 -3.1005 -0.01 0.01 0.05
H -3.0912 2.5834 -4.5581 -0.01 0.01 -0.01
H -3.6754 4.8417 -3.7261 0.00 0.00 -0.01
H -3.0906 5.4962 -1.4185 0.00 0.00 0.00
H -1.9491 3.9072 0.0685 -0.01 0.01 -0.03
H -1.8860 2.1331 2.2329 0.01 -0.03 -0.01
H -0.7704 3.1589 4.1445 0.01 0.02 0.01
H 1.6428 3.7484 3.9860 0.01 0.00 0.01
H 2.7852 3.5643 1.8153 0.01 0.00 -0.01
H 2.8258 2.7231 -0.2344 0.00 0.01 -0.09
H -2.1465 -4.2285 0.0335 0.00 0.02 -0.01
H -3.1322 -5.4583 -1.8376 -0.01 0.00 -0.01
H -3.9761 -4.2490 -3.8247 0.00 0.00 0.00
H -3.8367 -1.7827 -3.9169 0.00 0.01 0.00
H -2.8481 -0.5343 -2.0507 0.02 -0.03 0.02
H 0.0439 -2.6928 2.4700 0.02 0.01 -0.03
H -0.5166 -4.1419 4.3872 0.00 0.00 0.01
H -2.8801 -4.6171 4.9248 0.00 0.00 0.00
H -4.6823 -3.7324 3.4928 -0.01 0.00 0.00
H -4.1254 -2.3792 1.5012 -0.02 0.02 0.01
C 6.6594 -0.5813 -6.0352 0.06 0.00 -0.05
C 5.8428 -0.3182 -4.8082 -0.05 0.02 0.11
C 6.3901 0.3331 -3.7048 -0.02 -0.03 -0.05
C 5.6362 0.5804 -2.5686 0.06 0.07 0.03
C 4.3157 0.1616 -2.5398 -0.14 0.04 -0.02
C 3.7395 -0.4917 -3.6247 -0.06 -0.07 -0.06
C 4.5056 -0.7253 -4.7498 0.02 0.03 0.05
S 3.3613 0.4136 -1.0973 0.10 0.23 -0.07
O 4.0117 1.4554 -0.3069 0.01 0.02 -0.08
O 3.1790 -0.8631 -0.4217 0.23 -0.55 0.30
N 1.8719 0.8143 -1.4783 0.09 0.02 0.24
C 1.5510 2.1258 -1.6492 -0.19 0.12 -0.13
C 0.9506 2.6632 -2.7478 0.10 0.03 0.02
C 0.6840 4.0322 -2.8768 -0.02 -0.10 -0.04
C 1.1652 4.9033 -1.8769 0.12 0.06 0.16
C 1.7745 4.4452 -0.7686 -0.05 0.05 -0.05
N 1.8411 3.0009 -0.4775 0.10 0.07 -0.02
H 7.6406 -0.1170 -5.9669 0.00 0.00 -0.01
H 6.1572 -0.1966 -6.9231 0.01 -0.01 -0.01
H 6.8012 -1.6537 -6.1791 0.00 0.00 -0.01
H 7.4220 0.6577 -3.7351 0.00 0.00 -0.01
H 6.0669 1.0965 -1.7214 -0.01 -0.01 0.00
H 2.7037 -0.8064 -3.5835 0.01 0.01 0.00
H 4.0625 -1.2244 -5.6025 0.01 0.00 -0.01
H 0.7420 1.9761 -3.5570 -0.01 -0.01 -0.01
H 0.2071 4.4232 -3.7622 -0.01 -0.01 -0.01
H 1.1014 5.9751 -2.0078 0.00 0.01 0.01
H 2.2081 5.0527 0.0089 -0.02 0.05 -0.04
S 0.5940 -2.0448 -1.9198 0.09 -0.08 -0.17
C 1.4822 -3.4572 -1.6012 -0.15 0.02 -0.12
N 2.5249 -3.5849 -0.8143 -0.08 0.06 0.04
C 3.2554 -4.8510 -0.8769 0.09 0.00 0.02
C 2.3285 -5.8726 -1.5431 0.06 -0.05 0.00
S 1.0449 -4.9178 -2.4162 0.05 0.04 0.03
H 2.9593 -2.7396 -0.4521 0.04 0.04 0.01
H 3.5322 -5.1632 0.1283 0.03 -0.02 -0.03
H 4.1674 -4.7006 -1.4577 -0.02 0.00 0.00
H 1.8469 -6.5233 -0.8172 -0.04 0.03 -0.01
H 2.8633 -6.4858 -2.2633 -0.01 -0.01 0.02
N -1.1068 -0.0916 3.6917 -0.04 0.20 0.03
C 0.2385 -0.0704 3.8176 0.10 -0.04 -0.14
N 1.0860 -0.1017 2.8232 -0.14 -0.01 0.20
C 2.3928 -0.0174 3.3439 0.07 0.03 0.13
C 3.5675 0.0098 2.6039 -0.01 0.01 0.13
C 4.7808 0.1036 3.2638 0.01 0.01 0.01
C 4.8481 0.1670 4.6546 0.05 0.00 -0.03
C 3.6914 0.1422 5.4115 -0.03 0.00 -0.01
C 2.4805 0.0552 4.7412 -0.01 0.00 -0.09
S 0.8825 0.0315 5.4324 0.07 0.00 -0.10
H -1.5177 -0.0717 2.7787 -0.04 -0.04 -0.04
H -1.6951 -0.1480 4.5016 -0.01 -0.07 0.01
H 3.5372 -0.0445 1.5337 0.00 -0.03 -0.04
H 5.6938 0.1278 2.6837 0.01 0.00 0.00
H 5.8076 0.2352 5.1481 0.00 0.00 0.00
H 3.7323 0.1933 6.4909 -0.01 0.00 0.01
```
Forces are in eV/Å.

The frontier orbital gap (alpha / beta) is 6.99 / 2.46 eV. The net charge is +3. Its energy above the lowest of the compared OMol25 structures with the same formula, charge and spin is 248.1 kJ/mol. As for the multiplicity: 5. The strongest force on any atom is 0.69 eV Å⁻¹.

A molecular structure, C50H52Cl2FeGe2OS4 in a non-equilibrium geometry, computed with wB97M-V/def2-TZVPD.

Structure (XYZ):
```
112
Properties=species:S:1:pos:R:3:forces:R:3
Fe 1.3710 2.4879 -1.7043 -1.04 -0.53 0.69
C -5.2734 3.8014 1.7006 0.16 0.03 0.02
C -4.0172 3.2341 2.3144 -0.07 0.09 -0.02
C -2.8935 4.0260 2.5211 0.00 0.01 -0.03
C -1.7166 3.4998 3.0431 0.09 -0.04 -0.05
C -0.5241 4.3918 3.2881 -0.05 -0.10 0.04
C -1.6649 2.1304 3.3455 -0.03 -0.01 0.00
C -2.8066 1.3303 3.2049 0.05 0.03 0.03
C -2.8247 -0.1165 3.6382 0.01 0.15 -0.07
C -3.9635 1.8972 2.6830 0.00 -0.08 -0.03
C -0.3958 1.5350 3.8654 0.15 -0.03 0.00
C -0.2051 1.4513 5.2419 -0.08 -0.04 -0.06
C 0.9555 0.9009 5.7613 -0.03 0.00 0.01
C 1.9456 0.4500 4.9058 0.07 -0.05 -0.01
C 1.7940 0.5363 3.5225 -0.03 0.09 0.06
C 0.6087 1.0671 2.9990 -0.15 0.23 -0.25
Ge 0.3678 1.3180 1.0480 -0.15 -0.38 -0.16
S 0.9128 3.3392 0.3754 -0.04 0.03 -0.21
S -1.5835 0.6651 0.1122 0.33 0.00 0.23
Ge -0.2897 -0.1813 -1.5313 0.13 -0.01 0.22
S 0.0210 1.3069 -3.1277 -0.04 -0.16 -0.10
S 1.6031 -0.0975 -0.2639 -0.25 0.05 -0.12
C -0.8271 -1.9622 -2.2054 -0.05 0.13 -0.05
C 0.0763 -2.8246 -2.8600 -0.27 0.12 0.15
C -0.3880 -4.0469 -3.3434 0.10 -0.04 -0.02
C -1.7111 -4.4253 -3.2001 0.00 -0.08 -0.05
C -2.5997 -3.5703 -2.5785 -0.14 0.03 0.05
C -2.1789 -2.3359 -2.0878 0.11 0.04 0.00
C -3.2357 -1.4524 -1.4981 -0.10 -0.01 -0.06
C -3.6928 -1.6825 -0.1954 -0.07 -0.05 -0.04
C -3.0695 -2.7417 0.6799 -0.09 0.05 -0.08
C -4.7468 -0.9178 0.2957 0.02 -0.01 0.00
C -5.3395 0.0809 -0.4639 -0.08 0.05 0.04
C -6.4807 0.9060 0.0815 0.09 -0.08 -0.15
C -4.8685 0.2970 -1.7537 -0.03 0.02 0.00
C -3.8362 -0.4617 -2.2924 0.06 -0.07 -0.02
C -3.3922 -0.2171 -3.7163 -0.01 0.00 0.13
C 1.5279 -2.5519 -3.1033 0.09 0.03 -0.05
C 1.9414 -1.9666 -4.3043 -0.09 -0.01 0.06
C 0.9539 -1.4791 -5.3375 0.08 -0.03 0.11
C 3.3048 -1.9206 -4.5979 -0.02 0.00 -0.02
C 4.2559 -2.4602 -3.7468 0.07 0.07 0.00
C 5.7208 -2.4600 -4.1114 -0.14 0.01 0.01
C 3.8249 -3.0244 -2.5476 0.01 -0.01 0.02
C 2.4788 -3.0878 -2.2184 -0.05 -0.01 0.03
C 2.0325 -3.7957 -0.9634 0.04 0.13 -0.05
C 2.9479 0.1140 2.6718 0.07 -0.04 0.00
C 3.1618 -1.2351 2.3796 -0.01 0.01 0.08
C 2.2066 -2.3113 2.8398 0.11 0.07 -0.04
C 4.2887 -1.5965 1.6444 -0.02 -0.05 -0.01
C 5.1899 -0.6523 1.1803 0.04 -0.01 -0.02
C 6.3886 -1.0508 0.3582 -0.07 0.02 0.04
C 4.9602 0.6871 1.4843 0.01 0.00 -0.02
C 3.8629 1.0869 2.2343 -0.04 0.09 0.02
C 3.6728 2.5458 2.5791 -0.01 -0.13 -0.01
H -5.2044 4.8830 1.5816 0.00 -0.02 0.03
H -6.1464 3.5767 2.3167 0.00 0.00 -0.05
H -5.4422 3.3616 0.7140 0.11 0.26 0.19
H -2.9324 5.0834 2.2708 0.01 -0.08 0.02
H -0.7805 5.4359 3.1078 0.00 -0.03 -0.01
H 0.3044 4.1271 2.6266 -0.09 0.10 0.18
H -0.1649 4.2932 4.3141 -0.03 0.02 0.02
H -1.8215 -0.5166 3.7729 -0.02 -0.02 -0.02
H -3.3395 -0.7226 2.8928 -0.03 0.03 0.05
H -3.3572 -0.2150 4.5901 0.04 -0.03 -0.08
H -4.8410 1.2693 2.5447 0.08 0.06 0.03
H -0.9872 1.8153 5.9004 0.05 -0.02 -0.02
H 1.0901 0.8300 6.8341 0.01 0.01 -0.03
H 2.8672 0.0359 5.3030 -0.06 0.02 -0.02
H 0.3156 -4.7049 -3.8446 -0.04 0.04 0.03
H -2.0510 -5.3801 -3.5869 0.03 0.06 0.03
H -3.6476 -3.8410 -2.4827 0.10 0.03 0.01
H -2.0159 -2.8860 0.4459 0.04 0.02 0.02
H -3.5726 -3.7022 0.5396 0.03 -0.01 0.00
H -3.1555 -2.4690 1.7322 0.00 -0.05 -0.06
H -5.1113 -1.1055 1.3032 0.04 0.02 -0.05
H -6.6871 0.6532 1.1225 -0.01 0.04 -0.03
H -7.3931 0.7375 -0.4954 0.02 -0.02 0.02
H -6.2505 1.9728 0.0235 -0.15 -0.33 -0.05
H -5.3338 1.0672 -2.3658 0.06 -0.07 0.04
H -4.1876 0.2631 -4.2871 0.01 -0.01 0.02
H -3.1197 -1.1484 -4.2138 -0.02 0.01 -0.02
H -2.5180 0.4383 -3.7497 -0.02 -0.02 -0.01
H -0.0255 -1.2820 -4.9081 -0.01 0.03 0.01
H 0.8332 -2.2315 -6.1220 -0.01 0.02 0.01
H 1.3098 -0.5599 -5.8024 -0.01 0.00 -0.01
H 3.6199 -1.4862 -5.5436 -0.01 -0.01 0.06
H 5.8710 -2.1154 -5.1355 0.00 -0.03 0.05
H 6.1458 -3.4620 -4.0188 -0.02 0.04 -0.02
H 6.2868 -1.8040 -3.4503 0.05 0.04 0.05
H 4.5573 -3.4563 -1.8689 -0.06 0.04 -0.04
H 2.8913 -4.0636 -0.3480 -0.01 0.00 0.01
H 1.4832 -4.7075 -1.2106 0.01 0.01 0.04
H 1.3658 -3.1635 -0.3721 0.02 -0.01 0.00
H 1.2508 -1.8984 3.1567 -0.01 -0.01 -0.01
H 2.6305 -2.8641 3.6829 -0.04 0.01 -0.02
H 2.0221 -3.0246 2.0343 0.02 0.02 0.02
H 4.4612 -2.6487 1.4296 -0.04 0.07 -0.02
H 6.5156 -2.1340 0.3423 0.00 0.04 -0.01
H 7.3029 -0.6034 0.7532 -0.02 -0.02 -0.01
H 6.2733 -0.7058 -0.6715 0.01 -0.03 -0.03
H 5.6690 1.4375 1.1418 -0.04 -0.03 0.03
H 4.5764 3.1131 2.3546 -0.01 -0.02 0.01
H 3.4335 2.6736 3.6361 0.03 0.00 0.01
H 2.8497 2.9809 2.0051 0.13 -0.02 0.09
Cl 1.2266 4.5441 -2.8603 0.35 0.89 -0.62
C -0.3759 5.3241 -2.7592 -0.09 0.06 0.10
Cl -0.2741 7.0134 -3.2355 0.01 -0.05 0.00
H -0.7017 5.2564 -1.7313 -0.01 -0.07 0.15
H -1.0341 4.7981 -3.4329 -0.07 -0.12 -0.09
O 4.2127 1.4590 -2.1914 1.56 -0.66 -0.25
C 3.2559 1.9982 -2.0308 -0.47 0.31 0.00
```
Forces are in eV/Å.

The frontier orbital gap (alpha / beta) is 8.44 / 7.43 eV. The net charge is 0. Its energy above the lowest of the compared OMol25 structures with the same formula, charge and spin is 12.5 kJ/mol. As for the multiplicity: 5. The strongest force on any atom is 1.71 eV Å⁻¹.